(1)
The following is a DFT calculation (wB97M-V/def2-TZVPD) of the molecule C4H5N at a distorted geometry.

```
10
Properties=species:S:1:pos:R:3:nbo_charge:R:1
C -0.9890 0.4533 -2.0971 -0.23
C -0.5128 0.5313 -0.9943 -0.04
C -0.1973 0.4776 0.4268 -0.17
C 0.2980 -0.8669 0.9332 -0.22
N 1.0632 0.3423 1.1539 -0.58
H -1.3440 0.3663 -3.1031 0.24
H -0.8053 1.2149 0.9743 0.23
H 0.7685 -1.6337 0.2862 0.20
H -0.2176 -1.3409 1.7649 0.20
H 1.9362 0.4558 0.6552 0.37
```

Summary:
Energy above the lowest of the compared OMol25 structures with the same formula, charge and spin: 77.8 kcal per mole
SMILES: C#C[C@H]1CN1
Kohn-Sham gap: 0.383 hartree
LUMO: 1.1 eV


(2)
The following is a DFT calculation (wB97M-V/def2-TZVPD) of a structure of composition C4H5N.

```
10
Properties=species:S:1:pos:R:3:nbo_charge:R:1
N -0.4130 -2.0270 0.2247 -0.29
C -1.3710 -1.3932 0.5552 0.12
C -0.1797 -0.2337 0.6076 -0.19
C -0.3717 0.8942 -0.3665 -0.41
C 0.9061 0.1252 -0.3828 -0.40
H 0.0075 -0.0141 1.6510 0.24
H -0.3874 1.8974 0.0516 0.23
H -1.0788 0.7247 -1.1721 0.23
H 1.7981 0.5812 0.0372 0.23
H 1.0900 -0.5546 -1.2060 0.24
```

Summary:
Energy above the lowest of the compared OMol25 structures with the same formula, charge and spin: 82.1 kcal per mole
Kohn-Sham gap: 0.418 hartree
LUMO: 1.0 eV


(3)
The following is a DFT calculation (wB97M-V/def2-TZVPD) of a cluster of 2 separate species, C4H5N2 in total at a distorted geometry.

```
11
Properties=species:S:1:pos:R:3:nbo_charge:R:1
C 1.5078 -0.6037 -0.7656 0.12
C 1.4607 -1.7054 -1.2346 0.22
C -1.3367 0.4627 1.2161 0.23
C -1.7217 2.8618 1.5004 -0.09
N -1.5978 1.6195 1.2694 -0.52
N 1.3139 -2.9133 -1.6390 -0.55
H 1.5283 0.2656 -0.1380 0.29
H -2.3135 3.2046 2.2821 0.20
H -1.1983 3.6169 0.9669 0.20
H 0.5836 -3.0574 -2.2421 0.44
H 1.7738 -3.7514 -1.2154 0.47
```

Summary:
Energy above the lowest of the compared OMol25 structures with the same formula, charge and spin: 124.0 kcal per mole
Kohn-Sham gap (spin up / spin down): 0.399 / 0.112 hartree
Net charge: +1
LUMO (spin up / spin down): -3.7 / -8.5 eV


(4)
The following is a DFT calculation (wB97M-V/def2-TZVPD) of a structure of composition C4H5N2 at a distorted geometry.

```
11
Properties=species:S:1:pos:R:3:nbo_charge:R:1
C -0.3258 0.6245 0.7319 0.27
C -0.8877 0.4153 -0.6480 -0.29
C 0.0727 -0.7940 0.6963 0.05
C 1.3348 0.4938 0.5577 0.17
N 0.7791 1.5048 1.0154 -0.19
N -0.6660 -0.9820 -0.4219 -0.51
H -1.9551 0.5938 -0.9065 0.28
H -0.3317 0.8808 -1.4328 0.25
H 0.4534 -1.3538 1.4238 0.27
H 2.2176 0.2928 0.1061 0.27
H -0.6912 -1.6759 -1.1219 0.44
```

Summary:
Energy above the lowest of the compared OMol25 structures with the same formula, charge and spin: 96.3 kcal per mole
Kohn-Sham gap: 0.358 hartree
Net charge: +1
LUMO: -5.5 eV


(5)
The following is a DFT calculation (wB97M-V/def2-TZVPD) of a structure of composition C4H5N2 at a distorted geometry.

```
11
Properties=species:S:1:pos:R:3:nbo_charge:R:1
C -0.4421 -1.1141 0.1056 0.55
C -1.9183 -0.5971 -0.0219 -0.24
C -1.6002 0.6990 -0.0012 -0.05
C 1.9643 0.0487 -0.0313 -0.40
N -0.2180 0.8057 0.1135 -0.02
N 0.5210 -0.2482 -0.0108 -0.21
H -2.7401 -1.3327 -0.1289 0.30
H -2.3075 1.4965 0.0012 0.28
H 2.3521 -0.4426 0.8978 0.26
H 2.1473 1.0898 0.1073 0.27
H 2.2415 -0.4049 -1.0313 0.26
```

Summary:
Energy above the lowest of the compared OMol25 structures with the same formula, charge and spin: 122.6 kcal per mole
Kohn-Sham gap (spin up / spin down): 0.285 / 0.310 hartree
Net charge: +1
LUMO (spin up / spin down): -7.9 / -7.3 eV


(6)
The following is a DFT calculation (wB97M-V/def2-TZVPD) of a structure of composition C4H5N2O at a distorted geometry.

```
12
Properties=species:S:1:pos:R:3:nbo_charge:R:1
C -0.3558 0.5873 -0.4267 0.51
C 0.9941 0.0477 1.0988 0.64
C 0.9791 1.5195 0.7174 -0.21
C -0.8240 -1.3695 -0.6063 -0.03
N 0.0448 -0.4695 0.2412 -0.45
N -1.1104 -0.0671 -1.2867 -0.56
O 1.7335 -0.4989 1.8356 -0.42
H 1.9037 1.9790 0.5541 0.26
H 0.3545 2.2518 1.1435 0.25
H -0.3633 -2.3111 -0.9874 0.28
H -1.7264 -1.8266 -0.1088 0.26
H -1.6296 0.1574 -2.1746 0.47
```

Summary:
Energy above the lowest of the compared OMol25 structures with the same formula, charge and spin: 81.8 kcal per mole
Kohn-Sham gap: 0.365 hartree
Net charge: +1
LUMO: -5.7 eV


(7)
The following is a DFT calculation (wB97M-V/def2-TZVPD) of the ion C4H5N2O with charge +1 at a distorted geometry.

```
12
Properties=species:S:1:pos:R:3:nbo_charge:R:1
C 0.3917 -1.1909 0.3027 -0.38
C 0.1488 -1.6028 -1.0518 -0.03
C 0.1633 -0.0003 0.7548 0.53
C -0.0038 1.2557 1.3371 -0.80
N -0.1929 -0.6406 -1.8584 -0.06
N -0.7017 0.4189 -1.7241 0.37
O -0.6514 1.5589 -2.0043 -0.22
H 0.7636 -1.9456 0.9936 0.35
H 0.2746 -2.6034 -1.4186 0.27
H -0.0360 1.0935 2.4278 0.36
H -0.9767 1.7078 1.1057 0.31
H 0.8205 1.9488 1.1356 0.30
```

Summary:
Energy above the lowest of the compared OMol25 structures with the same formula, charge and spin: 141.0 kcal per mole
Kohn-Sham gap (spin up / spin down): 0.228 / 0.229 hartree
Net charge: +1
LUMO (spin up / spin down): -7.2 / -7.1 eV


(8)
The following is a DFT calculation (wB97M-V/def2-TZVPD) of the ion C4H5N2O with charge +1 at a distorted geometry.

```
12
Properties=species:S:1:pos:R:3:lowdin_spin:R:1
C 1.3244 -0.1765 0.1693 0.24
C 0.5705 -0.0562 -0.9586 0.36
C 0.7255 -0.1405 1.4635 0.25
C -0.8362 0.0130 -0.8990 0.08
N -0.5414 0.2302 1.5515 0.21
N -1.2856 0.3717 0.5513 0.17
O -2.3397 0.9222 0.6749 0.58
H 2.3869 -0.3454 -0.1708 0.00
H 1.1274 -0.3174 -1.8371 0.01
H 1.3450 -0.3884 2.3120 0.01
H -1.2629 0.8255 -1.6353 0.04
H -1.2139 -0.9383 -1.2217 0.04
```

Summary:
2S+1: 3
Energy above the lowest of the compared OMol25 structures with the same formula, charge and spin: 68.3 kcal per mole
Kohn-Sham gap (spin up / spin down): 0.294 / 0.253 hartree
<S²>: 2.011
Net charge: +1
LUMO (spin up / spin down): -5.6 / -9.5 eV


(9)
The following is a DFT calculation (wB97M-V/def2-TZVPD) of the ion C4H5N2O3S2 with charge -1 at a distorted geometry.

```
16
Properties=species:S:1:pos:R:3:nbo_charge:R:1
H 0.4314 -3.3738 -0.2670 0.34
N 0.5849 -2.7404 0.5063 -1.14
S 2.0071 -2.1274 0.4365 1.39
O 2.2022 -1.3243 1.6344 -0.95
S 1.8675 -0.3737 -1.2514 -0.05
C 0.7725 0.4978 -0.1930 -0.32
C -0.6784 0.1728 -0.2440 -0.64
C 1.3989 1.5010 0.4478 0.46
O 0.7686 2.4361 1.2239 -0.69
N 2.7597 1.6449 0.3329 -0.67
C 3.4170 0.8466 -0.3734 0.75
O 4.5141 0.5737 -0.7258 -0.61
H -1.2452 0.8979 0.3372 0.21
H -0.8397 -0.8331 0.1523 0.24
H -1.0221 0.1870 -1.2812 0.19
H 1.4817 2.9467 1.6224 0.48
```

Summary:
Energy above the lowest of the compared OMol25 structures with the same formula, charge and spin: 0.0 kcal per mole
SMILES: [H]/N=S(/[O-])#S1=C(C)C(O)=NC1=O
Kohn-Sham gap: 0.251 hartree
Net charge: -1
LUMO: 3.4 eV


(10)
The following is a DFT calculation (wB97M-V/def2-TZVPD) of the molecule C4H5N2P at a distorted geometry.

```
12
Properties=species:S:1:pos:R:3:nbo_charge:R:1
C 1.9794 -0.3362 0.0494 0.21
C -0.5675 -1.6377 0.5129 -0.79
C -1.2402 1.0279 -0.2422 -0.39
C 0.9178 0.4698 0.4996 -0.16
N 2.7593 -0.9978 -0.4721 -0.32
N 0.0745 0.9524 -0.5107 -0.48
P -1.7663 -1.0063 -0.3965 0.55
H 0.1937 -2.4303 0.4473 0.23
H -1.4226 1.0603 0.9139 0.24
H -1.8552 1.7293 -0.8842 0.24
H 0.5619 0.3988 1.5298 0.26
H 0.3652 0.7699 -1.4472 0.41
```

Summary:
Energy above the lowest of the compared OMol25 structures with the same formula, charge and spin: 95.6 kcal per mole
Kohn-Sham gap: 0.271 hartree
LUMO: -0.7 eV


(11)
The following is a DFT calculation (wB97M-V/def2-TZVPD) of the ion C4H5N2S2 with charge -1 at a distorted geometry.

```
13
Properties=species:S:1:pos:R:3:nbo_charge:R:1
C -0.2619 0.2298 -0.2890 -0.47
C -1.0004 2.7544 0.1080 0.15
C 1.1176 -1.7373 0.4901 -0.60
C 0.8050 -0.7577 -0.6451 -0.49
N -2.0739 2.2200 0.2139 -0.25
N -2.6834 1.0896 0.2447 -0.66
S 0.0605 3.9444 0.0121 -0.27
S -1.7861 -0.2987 -0.0357 0.61
H 1.3776 -1.1823 1.3897 0.20
H 1.9584 -2.3818 0.2262 0.19
H 0.2566 -2.3665 0.7189 0.20
H 0.5144 -1.3234 -1.5432 0.19
H 1.7157 -0.1907 -0.8905 0.19
```

Summary:
Energy above the lowest of the compared OMol25 structures with the same formula, charge and spin: 68.6 kcal per mole
Kohn-Sham gap (spin up / spin down): 0.227 / 0.227 hartree
Net charge: -1
LUMO (spin up / spin down): 3.5 / 3.5 eV


(12)
The following is a DFT calculation (wB97M-V/def2-TZVPD) of the molecule C4H5N3 at a distorted geometry.

```
12
Properties=species:S:1:pos:R:3:nbo_charge:R:1
C 3.3493 0.0066 0.0534 -0.67
C 1.9160 -0.3643 0.0033 0.14
N 0.9534 0.4651 -0.0608 -0.32
N -0.2831 -0.2772 -0.0059 -0.19
C -1.2955 0.5181 -0.0297 -0.06
C -2.5129 -0.0104 -0.0582 0.21
N -3.6178 -0.3486 0.0748 -0.24
H 3.5232 1.0037 -0.3402 0.24
H 3.7426 -0.1515 1.1278 0.25
H 4.0218 -0.8125 -0.6258 0.23
H 1.6987 -1.4510 -0.1679 0.18
H -1.0960 1.6366 0.1363 0.23
```

Summary:
Energy above the lowest of the compared OMol25 structures with the same formula, charge and spin: 81.4 kcal per mole
SMILES: C/C=N/N=C/C#N
Kohn-Sham gap: 0.355 hartree
LUMO: -0.5 eV


(13)
The following is a DFT calculation (wB97M-V/def2-TZVPD) of the molecule C4H5N3 at a distorted geometry.

```
12
Properties=species:S:1:pos:R:3:nbo_charge:R:1
H -2.0012 -0.8770 -0.6162 0.38
N -1.0185 -0.6734 -0.5676 -0.61
C -0.5269 0.3868 -1.0362 0.18
C 0.9306 0.6911 -0.6129 -0.32
N 1.3994 -0.5433 -0.0469 -0.44
C 0.5713 -1.0145 0.8086 0.08
C -0.2914 -0.1652 1.7312 0.21
N -0.9205 0.6236 2.3084 -0.33
H -1.1007 1.1154 -1.6077 0.19
H 1.5520 1.0204 -1.4558 0.22
H 0.8683 1.5242 0.1055 0.21
H 0.5375 -2.0880 0.9894 0.22
```

Summary:
Energy above the lowest of the compared OMol25 structures with the same formula, charge and spin: 75.0 kcal per mole
SMILES: [H]/N=C/C/N=C\C#N
Kohn-Sham gap: 0.369 hartree
LUMO: 0.6 eV


(14)
The following is a DFT calculation (wB97M-V/def2-TZVPD) of a cluster of 2 separate species, C4H5N3 in total at a distorted geometry.

```
12
Properties=species:S:1:pos:R:3:nbo_charge:R:1
N 2.3322 -1.2829 0.8633 -0.30
C 1.8569 -0.4529 0.2062 0.21
C 1.3633 0.5257 -0.7677 -0.03
C -1.2093 -1.3305 -0.0911 -0.28
N -1.4268 -0.1504 0.3645 -0.28
C -1.4506 1.0282 0.6501 0.00
N 0.8329 1.6484 -0.4861 -0.52
H 1.5220 0.2493 -1.8254 0.21
H -1.5291 -1.5746 -1.1033 0.21
H -0.7434 -2.0710 0.5536 0.22
H -2.2512 1.5964 1.1191 0.21
H 0.7031 1.8142 0.5167 0.36
```

Summary:
Energy above the lowest of the compared OMol25 structures with the same formula, charge and spin: 107.2 kcal per mole
Kohn-Sham gap: 0.326 hartree
LUMO: 0.5 eV


(15)
The following is a DFT calculation (wB97M-V/def2-TZVPD) of the molecule C4H5N3 at a distorted geometry.

```
12
Properties=species:S:1:pos:R:3:nbo_charge:R:1
C 1.1874 1.2674 0.4845 -0.42
N 0.0224 0.7905 -0.2514 -0.60
C -0.5958 -0.4439 0.1552 -0.20
C -1.8789 -0.6566 -0.5501 0.26
N -2.7758 -1.0316 -1.1736 -0.26
C 0.0075 -1.8175 -0.1610 0.23
N 0.2086 -2.8993 -0.5292 -0.27
H 0.9196 1.4996 1.5230 0.20
H 1.5285 2.2068 0.0344 0.22
H 2.0307 0.5635 0.4854 0.18
H 0.1241 0.8761 -1.2537 0.38
H -0.7782 -0.3551 1.2365 0.27
```

Summary:
Energy above the lowest of the compared OMol25 structures with the same formula, charge and spin: 51.9 kcal per mole
SMILES: CNC(C#N)C#N
Kohn-Sham gap: 0.398 hartree
LUMO: 0.4 eV


(16)
The following is a DFT calculation (wB97M-V/def2-TZVPD) of a cluster of 2 separate species, C4H5N3 in total at a distorted geometry.

```
12
Properties=species:S:1:pos:R:3:nbo_charge:R:1
C -1.6013 0.7088 0.5118 -0.36
N -0.0110 -0.3576 -0.7597 -0.55
C 1.1053 -0.6753 -0.2748 0.04
C 2.0672 -1.4285 -1.0285 0.19
N 2.8198 -1.9983 -1.6936 -0.26
C 0.7112 1.4630 1.7421 0.24
N -0.2249 1.3954 1.0132 -0.55
H -1.8370 -0.3734 0.3192 0.23
H -1.9268 1.2358 -0.3890 0.22
H -2.0987 0.9729 1.4120 0.20
H -0.2513 -0.7044 -1.6779 0.36
H 1.3758 -0.3160 0.7253 0.23
```

Summary:
Energy above the lowest of the compared OMol25 structures with the same formula, charge and spin: 115.9 kcal per mole
Kohn-Sham gap: 0.382 hartree
LUMO: -0.3 eV


(17)
The following is a DFT calculation (wB97M-V/def2-TZVPD) of a cluster of 2 separate species, C4H5N3 in total at a distorted geometry.

```
12
Properties=species:S:1:pos:R:3:nbo_charge:R:1
C -2.0423 0.2007 0.0441 0.21
C -0.4545 -1.7262 -0.4476 -0.34
C -0.8925 -0.5504 -0.0880 -0.13
C 0.4529 0.7110 0.8293 -0.21
N -2.8927 0.9746 -0.0661 -0.29
N 1.6730 0.8871 -1.0012 -0.29
N 1.4684 1.2373 0.1522 -0.16
H 0.5684 -2.0086 -0.5394 0.22
H -1.1556 -2.6631 -0.7032 0.21
H -0.1197 1.5139 1.3714 0.24
H 0.9085 -0.0146 1.6878 0.24
H 2.4861 1.4384 -1.2394 0.32
```

Summary:
Energy above the lowest of the compared OMol25 structures with the same formula, charge and spin: 131.4 kcal per mole
Kohn-Sham gap: 0.349 hartree
LUMO: 0.3 eV


(18)
The following is a DFT calculation (wB97M-V/def2-TZVPD) of the molecule C4H5N3 at a distorted geometry.

```
12
Properties=species:S:1:pos:R:3:nbo_charge:R:1
C -0.5359 0.5557 -1.8512 -0.41
N -0.0349 -0.1340 -0.7073 -0.16
N 0.6500 -1.2525 -0.7816 0.02
N 1.1035 -1.6291 0.3660 -0.26
C 0.9223 -0.6222 1.2237 0.08
C 0.2640 0.5111 0.6963 -0.04
C 0.0478 0.0613 2.1520 -0.34
H 0.2654 1.0579 -2.3975 0.21
H -0.9994 -0.1804 -2.5103 0.23
H -1.2751 1.2882 -1.5299 0.23
H -0.8559 -0.4458 2.4897 0.21
H 0.4481 0.7901 2.8501 0.23
```

Summary:
Energy above the lowest of the compared OMol25 structures with the same formula, charge and spin: 141.6 kcal per mole
SMILES: Cn1nnc2c1C2
Kohn-Sham gap: 0.352 hartree
LUMO: 0.3 eV


(19)
The following is a DFT calculation (wB97M-V/def2-TZVPD) of the molecule C4H5N3 at a distorted geometry.

```
12
Properties=species:S:1:pos:R:3:nbo_charge:R:1
C 1.5536 0.2156 1.5614 -0.26
C 1.1735 -0.8617 2.2068 0.38
C -0.6943 0.8398 -1.1142 0.25
C -1.3530 0.4659 -2.3454 -0.71
N 1.2135 0.6002 0.2637 -0.32
N 0.0935 0.4798 -0.2909 -0.03
N 0.7016 -1.8801 2.6927 -0.62
H 2.2262 0.7854 2.1674 0.23
H -0.8347 0.6899 -3.2372 0.25
H -2.1399 1.0677 -2.4770 0.23
H -1.7117 -0.6259 -2.5141 0.24
H -0.2284 -1.7765 3.0869 0.37
```

Summary:
Energy above the lowest of the compared OMol25 structures with the same formula, charge and spin: 136.3 kcal per mole
Kohn-Sham gap: 0.293 hartree
LUMO: 0.4 eV